# 1
The following is a DFT calculation (ωB97M-V/def2-TZVPD) of a cluster of 7 separate species, C26H65N3O7 in total.

**LUMO**: 0.536 eV
**SMILES**: CC1(C)CCCC(C)(C)N1O.CC1(C)CCCC(C)(C)N1O.COC[C@H](C)N.CO.CO.CO.CO
**Orbital gap**: 9.07 eV
**HOMO level**: -8.54 eV

```
101
C26H65N3O7 (ωB97M-V/def2-TZVPD)
C -1.73 -0.28 -5.90
C -1.86 -1.06 -4.57
C -1.97 -2.50 -5.02
C -0.55 -0.86 -3.77
C -0.61 -1.17 -2.26
C -1.78 -0.40 -1.67
C -3.12 -0.75 -2.32
C -3.60 -2.10 -2.05
C -4.22 0.22 -1.81
N -2.98 -0.52 -3.78
O -4.25 -0.95 -4.38
H -0.91 -0.75 -6.53
H -2.62 -0.43 -6.50
H -1.56 0.83 -5.79
H -1.99 -3.34 -4.28
H -2.76 -2.66 -5.72
H -1.00 -2.53 -5.64
H 0.19 -1.50 -4.23
H -0.30 0.21 -4.03
H -0.48 -2.24 -2.05
H 0.30 -0.79 -1.84
H -1.51 0.63 -1.87
H -1.87 -0.54 -0.58
H -3.69 -2.22 -0.99
H -2.82 -2.76 -2.39
H -4.59 -2.27 -2.43
H -4.06 1.15 -2.39
H -4.22 0.39 -0.74
H -5.22 -0.03 -2.08
H -4.56 -0.16 -4.80
C -1.74 -1.25 4.34
C -2.59 -0.45 3.34
C -3.28 -1.39 2.32
C -3.62 0.37 4.07
C -3.04 1.57 4.80
C -2.54 2.46 3.69
C -1.37 1.77 3.07
C -0.81 2.73 1.96
C -0.14 1.59 4.11
N -1.78 0.50 2.48
O -0.67 -0.15 1.98
H -1.44 -0.74 5.25
H -2.26 -2.13 4.71
H -0.92 -1.67 3.83
H -3.84 -2.10 2.87
H -3.90 -0.67 1.76
H -2.53 -1.83 1.62
H -4.40 0.66 3.44
H -4.08 -0.33 4.72
H -3.74 2.07 5.42
H -2.26 1.18 5.52
H -2.20 3.46 4.04
H -3.35 2.52 2.98
H -0.68 3.74 2.36
H -1.61 2.77 1.23
H 0.16 2.34 1.50
H -0.10 2.58 4.61
H 0.80 1.40 3.58
H -0.27 0.82 4.84
H -0.10 -0.48 2.74
C 3.54 0.73 2.53
O 2.69 1.87 2.44
C 3.02 3.07 3.08
C 3.54 4.24 2.14
C 4.72 3.70 1.24
N 4.01 5.36 3.01
H 3.01 -0.17 2.24
H 3.99 0.70 3.52
H 4.34 0.84 1.78
H 2.19 3.46 3.59
H 3.83 2.83 3.79
H 2.80 4.69 1.52
H 4.31 3.18 0.37
H 5.44 3.12 1.81
H 5.32 4.56 0.78
H 4.84 5.15 3.56
H 3.30 5.61 3.66
C 1.01 -2.50 0.25
O 1.90 -1.49 0.83
H -0.01 -2.11 0.42
H 1.16 -2.46 -0.83
H 1.25 -3.48 0.64
H 1.67 -0.60 0.40
C 2.85 -3.93 -5.64
O 2.07 -4.06 -6.79
H 3.87 -4.18 -6.01
H 2.84 -2.90 -5.23
H 2.67 -4.65 -4.82
H 1.17 -3.79 -6.52
C 2.38 1.22 -1.37
O 1.35 1.25 -0.39
H 2.61 2.18 -1.74
H 3.25 0.83 -0.95
H 2.14 0.56 -2.19
H 1.64 1.74 0.38
C 4.85 -2.92 -0.58
O 4.71 -2.06 0.49
H 4.27 -2.62 -1.44
H 5.79 -3.08 -0.98
H 4.52 -3.97 -0.40
H 3.78 -1.90 0.67
```

# 2
The following is a DFT calculation (ωB97M-V/def2-TZVPD) of a structure of composition C18H41AsIN9O2SSi3Sn.

**LUMO**: -5.926 eV
**Charge**: +2
**Orbital gap**: 7.03 eV
**HOMO level**: -12.95 eV

```
77
C18H41AsIN9O2SSi3Sn (ωB97M-V/def2-TZVPD)
Sn 9.98 8.28 14.58
C 9.58 11.65 17.91
C 10.01 10.47 17.06
N 9.37 10.15 15.99
N 8.37 10.96 15.63
C 7.68 10.66 14.58
N 6.66 11.49 14.22
S 7.97 9.28 13.52
C 11.18 9.64 17.49
C 11.75 9.78 18.75
C 12.93 9.13 19.04
C 13.53 8.32 18.07
C 12.88 8.22 16.85
N 11.76 8.87 16.53
H 9.28 12.46 17.25
H 10.35 11.97 18.54
H 8.67 11.41 18.48
H 6.30 12.16 14.85
H 6.06 11.19 13.46
H 11.26 10.42 19.49
H 13.39 9.22 19.99
H 14.37 7.71 18.29
H 13.25 7.57 16.03
N 7.94 6.05 15.63
N 7.31 5.41 14.59
C 7.75 5.45 13.30
N 6.97 4.88 12.39
N 8.89 6.09 13.16
N 9.41 6.29 11.94
O 9.06 5.57 11.00
O 10.26 7.17 11.82
H 8.56 5.39 16.05
H 7.23 6.42 16.27
H 6.48 4.82 14.77
H 5.99 4.66 12.61
H 7.26 4.85 11.41
C 12.82 6.68 9.93
Si 14.03 7.74 10.93
C 13.73 7.49 12.76
C 15.82 7.60 10.34
As 13.44 10.17 10.68
Si 15.34 11.48 11.40
C 16.58 11.37 9.96
C 15.95 10.65 12.98
C 14.80 13.25 11.56
Si 12.25 11.04 8.72
C 10.80 9.90 8.49
C 11.75 12.83 9.09
C 13.47 10.90 7.29
H 13.08 6.43 8.90
H 11.82 7.11 9.95
H 12.72 5.70 10.37
H 14.07 6.51 13.01
H 12.64 7.61 13.02
H 14.26 8.24 13.34
H 15.86 6.54 10.10
H 16.52 7.79 11.14
H 16.05 8.22 9.47
H 16.77 10.36 9.61
H 17.54 11.81 10.25
H 16.08 11.92 9.15
H 16.06 9.58 12.85
H 15.27 10.92 13.79
H 16.97 10.96 13.23
H 14.29 13.55 10.65
H 15.51 14.01 11.84
H 13.98 13.42 12.28
H 10.33 9.78 9.48
H 11.06 8.87 8.13
H 10.10 10.39 7.84
H 11.15 12.87 10.00
H 11.22 13.25 8.24
H 12.66 13.49 9.26
H 13.90 9.91 7.12
H 14.31 11.63 7.36
H 12.80 11.22 6.46
I 11.76 10.71 12.62
```

So what do the calculations give for energy above the lowest of the compared OMol25 structures with the same formula, charge and spin? Going down the list: 0.000; 0.000 eV.
So what do the calculations give for molecular weight? Going down the list: 531.82; 852.45 g/mol.
So what do the calculations give for maximum force? Going down the list: 3.1; 2.3 eV Å⁻¹.